Formula: C14H11MnNO5
Source: the Open Molecules 2025 dataset
Level of theory: wB97M-V/def2-TZVPD

The lowest unoccupied orbital energy (spin up / spin down) is -5.54 / -5.01 eV. The calculation puts the relative energy (zero: lowest compared OMol25 entry of this formula, charge and spin) at 0.0 kJ/mol. As for the orbital gap (spin up / spin down): 7.84 / 8.48 eV. The calculation puts the max |F| at 0.008 hartree/bohr. Its total energy is -57739.501 eV.

```
! wB97M-V def2-TZVPD RIJCOSX def2/J DEFGRID3
* xyz 1 5
Mn 0.54 0.17 -0.40
C 2.89 2.17 1.55
C 2.63 0.78 1.07
C 2.00 -0.16 1.90
C 1.82 -1.48 1.49
C 2.29 -1.90 0.25
C 2.89 -0.98 -0.60
C 3.03 0.35 -0.21
H 3.84 2.18 2.10
H 2.10 2.52 2.21
H 2.99 2.87 0.72
H 1.63 0.16 2.87
H 1.33 -2.18 2.15
H 2.15 -2.93 -0.07
H 3.22 -1.29 -1.58
H 3.56 1.05 -0.85
O -5.35 -0.35 -0.92
C -4.03 -0.27 -0.85
C -3.17 -1.01 -1.68
C -1.83 -0.84 -1.52
N -1.35 -0.01 -0.59
C -2.15 0.75 0.17
C -3.50 0.64 0.08
C -1.33 1.70 1.01
O -1.79 2.47 1.79
O -0.03 1.54 0.73
C -0.70 -1.42 -2.34
O -0.85 -2.19 -3.23
O 0.47 -0.94 -1.90
H -5.64 -0.98 -1.59
H -3.53 -1.68 -2.45
H -4.15 1.26 0.69
*
```

***

Formula: C14H12AuFO
Source: the Open Molecules 2025 dataset
Level of theory: wB97M-V/def2-TZVPD

The lowest unoccupied orbital energy is -0.50 eV. As for the orbital gap: 7.26 eV. The calculation puts the max |F| at 0.047 hartree/bohr. Its total energy is -23167.660 eV.

```
! wB97M-V def2-TZVPD RIJCOSX def2/J DEFGRID3
* xyz 0 1
Au 1.82 -0.50 1.02
F 2.21 5.01 3.13
C 1.98 4.04 2.17
C 3.07 3.49 1.45
C 2.93 2.22 0.96
C 1.76 1.49 1.17
C 0.64 2.18 1.55
C 0.72 3.47 2.08
H 4.03 4.01 1.29
H 3.76 1.67 0.52
H -0.36 1.75 1.38
H -0.15 3.95 2.52
C 0.62 -3.36 -2.38
C 0.35 -2.35 -1.30
O 1.31 -2.04 -0.55
C -0.99 -1.79 -1.18
C -2.12 -2.57 -1.37
C -3.34 -2.17 -0.89
C -3.45 -0.98 -0.17
C -2.36 -0.14 -0.07
C -1.12 -0.50 -0.61
H 1.70 -3.65 -2.30
H 0.37 -2.96 -3.40
H -0.02 -4.24 -2.30
H -2.02 -3.50 -1.91
H -4.21 -2.80 -1.04
H -4.40 -0.71 0.32
H -2.44 0.83 0.46
H -0.30 0.18 -0.55
*
```

***

Formula: C14H12Br4N6O2
Source: the Open Molecules 2025 dataset
Level of theory: wB97M-V/def2-TZVPD

The lowest unoccupied orbital energy is -0.68 eV. The calculation puts the relative energy (zero: lowest compared OMol25 entry of this formula, charge and spin) at 0.0 kJ/mol. As for the orbital gap: 8.04 eV. The calculation puts the max |F| at 0.071 hartree/bohr. Its total energy is -307916.075 eV.

```
! wB97M-V def2-TZVPD RIJCOSX def2/J DEFGRID3
* xyz 0 1
O 1.75 -3.59 0.63
Br 5.18 4.03 -4.12
Br 5.41 5.32 -1.06
Br 2.74 1.96 -4.86
Br 3.15 4.48 1.33
N -2.74 -2.83 0.39
N -3.28 -1.72 0.00
N 0.95 1.42 -2.17
N 1.03 2.43 -0.08
O -0.10 -2.93 -0.56
C 0.54 -3.59 0.42
C -2.29 -1.37 1.99
C -2.09 -2.65 1.59
C 3.92 3.49 -2.76
C 4.02 4.07 -1.46
C 2.86 2.61 -3.05
C 3.06 3.75 -0.46
C 1.93 2.26 -2.10
C 2.01 2.86 -0.83
N 0.44 1.53 -0.92
N -3.02 -0.79 0.98
C -0.34 -4.45 1.35
C -1.25 -3.62 2.33
C -0.83 0.81 -0.62
C -3.08 0.66 0.75
C -1.66 1.30 0.59
H -1.07 -2.98 -0.38
H -1.93 -0.94 2.92
H -0.99 -5.06 0.73
H 0.29 -5.14 1.91
H -0.63 -3.08 3.08
H -1.87 -4.29 2.90
H -1.41 0.77 -1.55
H -0.59 -0.22 -0.43
H -3.66 0.90 -0.15
H -3.52 1.14 1.62
H -1.10 1.12 1.53
H -1.83 2.36 0.52
*
```

***

Formula: C14H12BrI2N2O4Zn
Source: the Open Molecules 2025 dataset
Level of theory: wB97M-V/def2-TZVPD

The lowest unoccupied orbital energy is -3.85 eV. The calculation puts the relative energy (zero: lowest compared OMol25 entry of this formula, charge and spin) at 0.0 kJ/mol. As for the orbital gap: 8.73 eV. The calculation puts the max |F| at 0.024 hartree/bohr. Its total energy is -160537.723 eV.

```
! wB97M-V def2-TZVPD RIJCOSX def2/J DEFGRID3
* xyz 1 1
Zn 1.14 1.07 0.47
I 1.11 3.98 1.61
C 2.44 2.92 2.91
I 3.66 1.53 1.82
H 1.85 2.35 3.61
H 3.10 3.63 3.40
C 3.69 0.38 -4.42
C 2.45 0.72 -3.66
C 1.21 0.85 -4.28
C 0.08 1.17 -3.53
C 0.24 1.34 -2.17
Br -1.22 1.74 -1.04
N 1.42 1.23 -1.56
C 2.50 0.93 -2.29
H 3.46 0.06 -5.43
H 4.24 -0.42 -3.93
H 4.36 1.24 -4.49
H 1.11 0.70 -5.34
H -0.89 1.28 -3.98
H 3.44 0.86 -1.76
O 0.29 -0.71 0.53
C -0.27 -0.34 1.61
O 0.14 0.74 2.16
C -1.45 -1.05 2.13
C -1.94 -0.80 3.42
C -3.09 -1.43 3.85
C -3.78 -2.29 3.01
C -3.28 -2.52 1.74
C -2.12 -1.93 1.29
N -4.01 -3.42 0.82
O -5.10 -3.82 1.19
O -3.48 -3.70 -0.23
H -1.41 -0.12 4.06
H -3.46 -1.25 4.85
H -4.69 -2.77 3.32
H -1.75 -2.14 0.30
*
```

***

Formula: C14H12Cl5GeN3NiO7
Source: the Open Molecules 2025 dataset
Level of theory: wB97M-V/def2-TZVPD

The lowest unoccupied orbital energy (spin up / spin down) is -5.56 / -5.57 eV. As for the orbital gap (spin up / spin down): 5.97 / 5.33 eV. The calculation puts the max |F| at 0.019 hartree/bohr. Its total energy is -193674.936 eV.

```
! wB97M-V def2-TZVPD RIJCOSX def2/J DEFGRID3
* xyz 1 2
Ni 1.53 -0.47 0.33
C 1.09 2.92 1.40
C 2.01 1.73 1.28
C 2.03 0.76 2.29
C 2.91 -0.33 2.21
C 3.76 -0.45 1.11
C 3.75 0.52 0.11
C 2.88 1.61 0.20
H 0.11 2.63 1.79
H 0.95 3.42 0.44
H 1.51 3.65 2.09
H 1.39 0.87 3.15
H 2.95 -1.05 3.02
H 4.47 -1.27 1.06
H 4.43 0.44 -0.73
H 2.89 2.37 -0.57
Cl 3.99 -3.92 -0.11
C 2.32 -4.11 0.40
Cl 1.27 -2.79 -0.22
H 2.26 -4.10 1.48
H 1.93 -5.02 -0.02
O -5.37 1.44 -3.33
N -4.24 1.23 -3.69
O -3.82 1.29 -4.82
C -3.25 0.90 -2.64
C -1.90 0.69 -3.01
C -0.97 0.38 -2.08
C -1.28 0.25 -0.65
O -0.49 -0.04 0.25
C -2.69 0.49 -0.37
C -3.65 0.81 -1.36
N -3.18 0.39 0.91
O -2.28 0.09 1.86
O -4.33 0.49 1.21
N 0.41 0.22 -2.61
O 0.58 0.40 -3.79
O 1.30 -0.09 -1.83
H -1.62 0.77 -4.05
H -4.69 0.99 -1.10
Cl -0.30 -1.93 3.10
Ge -2.27 -1.65 2.47
Cl -3.65 -1.75 4.03
Cl -2.77 -2.79 0.79
*
```

***

Formula: C14H12ClF12O4P
Source: the Open Molecules 2025 dataset
Level of theory: wB97M-V/def2-TZVPD

The lowest unoccupied orbital energy is -0.05 eV. The calculation puts the relative energy (zero: lowest compared OMol25 entry of this formula, charge and spin) at 0.0 kJ/mol. As for the orbital gap: 10.25 eV. The calculation puts the max |F| at 0.067 hartree/bohr. Its total energy is -77325.382 eV.

```
! wB97M-V def2-TZVPD RIJCOSX def2/J DEFGRID3
* xyz 0 1
F 0.52 1.28 3.26
F 2.69 1.04 3.14
F 1.42 -0.75 3.14
F 2.49 -4.19 -0.81
F 3.11 -3.06 0.97
F 1.57 -4.66 1.16
F 2.93 2.14 -3.78
F 2.66 0.35 -5.00
F 0.91 1.53 -4.42
F -2.91 2.49 -0.28
F -2.47 3.72 -2.12
F -1.05 3.59 -0.39
Cl -5.66 -3.37 -1.27
O 0.20 -0.07 0.67
O 1.24 -1.53 -0.70
O 0.66 -0.36 -2.45
O -0.14 1.20 -1.08
C -3.14 -2.81 -2.17
C -3.80 -1.73 -0.14
C -1.84 -2.15 -2.07
C -2.55 -1.08 -0.04
C -4.09 -2.58 -1.16
C -1.54 -1.27 -1.00
C 1.50 0.54 2.69
C 2.05 -3.66 0.36
C 2.11 1.08 -3.99
C -1.97 2.90 -1.14
C 1.41 0.64 1.14
C 0.90 -2.68 0.09
C 1.94 0.27 -2.63
C -1.24 1.72 -1.86
P 0.08 -0.41 -0.91
H -3.38 -3.47 -2.97
H -4.56 -1.53 0.63
H -1.10 -2.41 -2.78
H -2.43 -0.36 0.76
H 1.29 1.72 0.89
H 2.29 0.21 0.70
H 0.10 -3.24 -0.38
H 0.47 -2.41 1.06
H 2.18 0.95 -1.81
H 2.68 -0.52 -2.66
H -1.99 0.92 -2.07
H -0.86 2.05 -2.84
*
```

***

Formula: C14H12N4O5
Source: the Open Molecules 2025 dataset
Level of theory: wB97M-V/def2-TZVPD

The lowest unoccupied orbital energy is -0.51 eV. The calculation puts the relative energy (zero: lowest compared OMol25 entry of this formula, charge and spin) at 253.2 kJ/mol. As for the orbital gap: 8.28 eV. The calculation puts the max |F| at 0.027 hartree/bohr. Its total energy is -30906.841 eV.

```
! wB97M-V def2-TZVPD RIJCOSX def2/J DEFGRID3
* xyz 0 1
C -1.44 4.00 -1.57
H -2.02 4.50 -0.78
H -2.06 3.89 -2.46
H -0.56 4.60 -1.81
O -1.09 2.69 -1.19
C -0.31 2.53 -0.08
C 0.18 3.55 0.71
C 0.97 3.22 1.81
C 1.27 1.91 2.13
C 0.78 0.87 1.34
C -0.01 1.18 0.22
O -0.50 0.21 -0.56
H -1.04 0.60 -1.26
C 1.10 -0.50 1.69
N 0.70 -1.49 1.00
N 1.01 -2.73 1.37
C 0.69 -3.85 0.64
O 1.11 -4.93 1.00
C -0.13 -3.66 -0.57
C -1.20 -2.77 -0.65
N -1.93 -2.62 -1.74
C -1.66 -3.37 -2.80
C -0.65 -4.32 -2.82
C 0.12 -4.47 -1.68
H 0.92 -5.20 -1.63
H -0.48 -4.93 -3.69
H -2.29 -3.19 -3.66
H -1.48 -2.15 0.19
H 1.59 -2.89 2.20
H 1.70 -0.64 2.60
H 1.88 1.70 2.99
N 1.48 4.28 2.63
O 2.17 3.98 3.59
O 1.20 5.42 2.32
H -0.01 4.59 0.51
*
```

***

Formula: C14H12N5O4Pd
Source: the Open Molecules 2025 dataset
Level of theory: wB97M-V/def2-TZVPD

The lowest unoccupied orbital energy (spin up / spin down) is -3.92 / -5.68 eV. The calculation puts the relative energy (zero: lowest compared OMol25 entry of this formula, charge and spin) at 0.0 kJ/mol. As for the orbital gap (spin up / spin down): 8.91 / 7.14 eV. The calculation puts the max |F| at 0.017 hartree/bohr. Its total energy is -33827.169 eV.

```
! wB97M-V def2-TZVPD RIJCOSX def2/J DEFGRID3
* xyz 1 3
Pd 1.19 0.78 -0.88
C 0.45 -2.62 -2.62
C -0.57 -1.57 -2.36
N -0.34 -0.38 -1.82
C -1.54 0.29 -1.75
C -2.51 -0.51 -2.28
N -1.88 -1.67 -2.65
C -3.99 -0.41 -2.49
O -4.56 0.72 -2.16
O -4.56 -1.36 -2.96
C -1.61 1.67 -1.18
O -2.68 2.26 -1.13
O -0.49 2.14 -0.76
H 1.42 -2.27 -2.29
H 0.50 -2.85 -3.68
H 0.19 -3.54 -2.09
H -2.37 -2.44 -3.08
H -3.91 1.40 -1.84
N -0.37 -2.26 5.87
C -0.14 -1.80 4.84
C 0.16 -1.22 3.56
C 1.15 -1.80 2.76
C 1.43 -1.21 1.54
N 0.78 -0.13 1.11
C -0.17 0.42 1.87
C -0.51 -0.10 3.10
H 1.69 -2.67 3.09
H 2.19 -1.62 0.89
H -0.67 1.30 1.47
H -1.29 0.37 3.70
C 4.07 3.87 0.93
C 3.37 2.81 0.25
N 2.85 1.95 -0.29
H 5.14 3.76 0.80
H 3.83 3.85 2.00
H 3.75 4.84 0.52
*
```

***

- total energy of number 2 (C14H12AuFO)?
  -23167.660 eV

***

- Which formula does entry 3 have?
  C14H12Br4N6O2